Record 1
ORCA calculation (ωB97M-V/def2-TZVPD) on 4 unconnected molecules or ions with the total composition C31H66FIN4O11P2S.

Computed properties:
Charge: 0
E_HOMO: -7.83 eV
Spin multiplicity: 1
Calculated total energy: -101925.348 eV

Geometry as XYZ:
```
117
Properties=species:S:1:pos:R:3:forces:R:3
H -3.72516 -7.38058 -4.39789 0.0 0.0 0.0
H 0.00603 -2.32601 0.64657 -0.5 0.1 -0.2
C -0.09691 -3.73092 2.25057 -1.2 -0.3 -0.7
H 3.87942 4.39243 -1.97176 0.1 -0.1 0.0
H -2.32430 -4.38361 4.79956 0.0 0.3 0.3
H 4.81459 0.34507 -2.11900 -0.1 0.0 0.0
C 1.73237 -3.12566 -0.67868 0.3 0.4 -1.1
H -2.48435 2.43300 -1.56824 -1.1 1.4 0.0
H -3.20450 -2.41067 5.35181 0.1 -0.3 0.0
O 1.11718 -3.98416 0.24169 -0.1 0.2 0.3
C -0.17282 -4.42910 4.97322 0.5 1.3 0.9
C 3.80096 4.15430 -0.90703 0.0 0.0 0.3
H -1.95375 -8.78975 -3.18013 0.0 0.0 0.1
C 3.83390 3.32701 3.66164 -0.7 -0.4 -0.5
H 3.21381 4.93277 -0.41891 -0.1 -0.1 0.0
F 0.53621 -5.58546 4.96603 -0.4 -0.1 -0.2
S -2.71231 1.45850 5.40838 0.3 0.2 -0.1
C 3.45332 1.90761 -1.64162 -0.1 -0.2 -0.2
I -2.48347 -0.83150 0.14411 0.0 -0.1 -0.3
C 6.00578 2.08812 -1.90984 0.1 0.0 -0.2
H -0.19595 0.92621 0.27700 -0.3 -0.1 -0.1
H -1.32349 -7.15565 -1.60007 0.1 0.1 0.0
C -2.59695 -3.77280 2.20823 -0.9 0.4 -1.3
H 3.67423 2.26678 3.46297 0.3 -0.2 -0.1
O -4.85387 -1.51321 2.29853 0.4 -0.4 0.7
H -3.30672 -4.84850 -3.32691 0.0 -0.1 0.0
P -1.47191 0.14617 4.74439 -1.3 0.5 1.0
H -1.22686 6.82063 -2.46220 0.0 0.0 -0.1
H -5.10026 -2.42747 2.47759 0.1 -0.2 -0.4
H -4.30237 -4.23046 0.80952 -0.2 -0.2 -0.5
H 0.00316 6.04522 -1.49305 0.0 0.0 0.0
N 0.00573 1.65473 0.94845 0.9 -1.1 0.7
O -1.41941 -5.49176 -2.70911 -0.1 0.0 0.0
C -1.17492 2.10701 1.59735 -0.8 3.6 -1.5
C -0.09212 -3.40364 0.76870 1.5 -0.2 0.2
C -1.89962 2.85099 -0.76009 0.7 0.4 0.3
H -0.62344 8.57006 -4.79872 0.0 0.0 0.1
H 3.00739 4.18293 1.89410 -0.4 0.2 0.0
H 1.58435 2.22053 2.75617 0.1 0.0 -0.3
H -2.02633 -4.84848 -4.58383 -0.2 0.0 0.0
H 4.81560 3.59668 3.28769 0.2 0.2 0.2
H -2.40900 -6.78183 -5.41628 0.0 0.1 0.1
C 1.43808 3.23491 3.11018 -0.6 0.2 0.3
H 0.01616 4.79231 3.01339 -0.3 0.1 0.1
H 5.79848 2.60445 -2.84959 0.0 0.0 0.0
C 0.34295 6.22316 -4.96000 0.2 -0.1 -0.1
H 0.41495 -3.77184 -2.24237 0.1 0.0 -0.3
N 5.04323 0.78193 -0.09587 -0.2 0.0 -0.1
H 0.26174 -8.07215 -3.37650 0.0 -0.1 -0.1
H -4.80236 -1.83691 5.66395 -0.4 -0.1 0.0
H 6.27724 2.83193 -1.16228 -0.1 0.0 0.0
C -0.18049 6.51970 -2.45802 0.1 0.0 0.2
H -1.56754 -0.46957 6.73539 -0.1 0.1 0.1
N -0.87328 4.50520 -3.63363 0.2 0.0 -0.2
C -4.17726 -2.26374 4.88883 0.6 0.7 -0.3
C -2.10119 -0.98868 3.30640 0.2 0.1 0.3
C -1.43202 -3.42529 3.00997 1.2 -1.2 0.8
H 2.65975 -3.56841 -1.03361 0.1 -0.4 0.3
H 0.52434 -0.02404 4.03870 0.3 0.1 0.1
H -2.76313 -8.49222 -5.37055 0.1 0.0 0.0
O -1.34031 -2.15461 3.62725 -0.1 0.5 -0.8
N -0.37676 -7.81047 -4.12238 0.0 0.0 0.2
C -1.61755 -0.20588 2.04030 -0.5 -0.8 0.8
O -1.93992 1.11687 2.23984 0.6 -0.4 0.1
H 0.07937 -2.14108 -1.65672 -0.2 0.0 0.0
C -1.44457 -4.47342 4.17291 0.3 -0.6 -0.3
H 0.77650 5.48311 -5.63762 -0.1 0.0 0.0
O -0.02308 0.70678 4.36554 -0.2 -0.7 -0.4
O -0.84532 6.65460 -5.59266 0.0 0.0 0.1
C -2.24411 -4.68274 -3.52704 0.3 0.1 0.0
H -1.70785 4.91066 -4.04982 -0.1 0.0 0.1
C 4.82119 1.22986 -1.47526 0.1 0.3 0.2
C -2.71586 -7.59257 -4.75713 -0.2 -0.1 0.0
C -3.44032 -4.06781 1.39205 0.8 0.4 1.5
H -2.00637 -3.64135 -3.30611 0.0 0.0 0.1
H 4.78864 4.15696 -0.44198 0.1 0.1 -0.2
H 2.02964 -2.17486 -0.21602 -0.1 0.1 0.2
C -2.15612 2.72030 0.55636 -0.6 -0.3 0.0
C 0.19800 3.85890 2.48445 0.8 0.6 0.1
H -2.95351 -6.74435 -2.10847 -0.1 0.0 -0.1
H 3.74544 3.42402 4.73840 0.2 0.3 0.2
H -4.58365 -3.18800 4.48608 0.0 -0.1 0.1
H -0.91562 -3.83501 0.21163 -0.4 0.3 0.1
O -1.21650 -0.89661 5.94480 0.3 -0.4 -0.6
H 1.45199 -2.35541 -2.69571 0.2 -0.2 -0.2
O -0.98233 3.10551 2.58013 0.5 -0.8 0.3
C -1.39920 7.85453 -5.08591 -0.2 -0.1 -0.1
H 1.24537 3.15090 4.18085 0.0 -0.1 0.1
H 4.86322 1.57326 0.51747 0.1 0.0 0.0
H -2.05920 7.65427 -4.23967 0.1 0.1 0.1
H -2.00662 8.29793 -5.87451 0.1 0.0 -0.1
H 2.59565 5.03001 3.44528 -0.2 0.4 -0.4
C -1.90935 -6.79328 -2.44861 0.0 -0.2 0.2
C -1.74621 -7.79979 -3.59707 0.1 0.3 -0.2
C 2.68526 4.07446 2.93351 1.1 -0.8 0.7
H -3.12138 3.04167 0.94251 -0.6 -1.6 0.1
C 0.87330 -2.84111 -1.91586 -0.2 0.2 0.7
H 0.45975 2.37240 0.39934 -0.1 0.3 0.2
H -0.12276 -6.84924 -4.33530 0.0 0.0 -0.1
H 0.44485 4.17475 1.46204 -0.3 -0.2 -0.2
H 3.32336 2.29970 -2.66006 0.1 0.1 0.0
H 2.68285 1.14372 -1.50324 0.0 0.0 0.1
O 0.26239 -3.49487 5.56806 -0.2 -0.8 -0.4
H -1.48848 -5.45852 3.71737 -0.2 -0.1 -0.1
H 1.10701 5.07933 -3.33627 0.0 0.0 -0.1
O 3.15652 2.91214 -0.68980 -0.1 0.1 -0.1
P -3.98393 -0.93691 3.60023 -0.9 1.0 -0.1
H -1.04245 3.45699 -1.05191 1.1 -1.5 -0.4
H 0.03678 -4.80707 2.32144 0.3 -0.1 0.0
H 0.43638 7.41916 -2.50927 0.0 0.0 0.0
H 6.88528 1.46254 -2.06087 0.0 0.0 0.0
H 0.72416 -3.22348 2.74190 0.1 0.1 0.2
H -0.58952 3.79342 -4.30130 0.0 -0.1 0.1
C 0.15325 5.55292 -3.59108 -0.3 0.2 0.0
H -0.55556 -0.43148 1.97369 0.1 0.3 -0.3
H 4.32258 0.11037 0.15460 0.1 -0.1 0.0
H 1.06341 7.05076 -4.90032 -0.1 0.1 0.1
```
Positions in Å, forces in eV/Å.

***

Record 2
ORCA calculation (ωB97M-V/def2-TZVPD) on 9 unconnected molecules or ions with the total composition C31H66NO15.

Computed properties:
Charge: +1
E_HOMO: -11.52 eV
Spin multiplicity: 1
Calculated total energy: -65402.235 eV

Geometry as XYZ:
```
113
Properties=species:S:1:pos:R:3:forces:R:3
C 63.31800 27.52200 35.65400 -3.7 3.6 3.7
H 65.41800 25.92600 29.96700 0.2 1.0 0.5
H 67.34700 24.70300 34.01100 -1.1 -1.0 0.1
O 62.98700 24.73000 31.36800 1.3 -4.2 0.2
H 63.68000 33.29200 30.17000 1.0 1.5 -1.2
O 64.81500 30.26500 29.28700 0.8 -1.3 -4.7
H 61.20300 32.89200 25.66200 0.2 0.3 2.6
H 66.23100 27.60500 34.21700 0.0 0.8 1.0
H 65.93300 24.49500 31.21100 -2.5 -2.6 2.3
H 59.33900 32.49900 30.33400 3.5 1.3 -0.6
O 64.01600 27.62500 32.34000 3.8 -1.1 0.9
H 61.25600 22.91600 32.38800 0.6 -0.2 -0.2
O 60.76600 28.86400 28.32700 -3.0 1.8 -3.7
H 63.06300 34.31800 31.50600 0.8 0.8 1.2
H 64.45500 28.76400 36.92300 -0.2 -2.6 0.6
C 61.40800 24.61900 34.78600 -0.3 -1.1 3.0
C 63.70500 29.28100 27.40600 -3.1 0.3 -0.1
H 64.21400 27.19800 29.92000 -0.1 0.3 -0.4
C 58.92800 30.12800 33.13000 0.2 0.1 -0.2
O 61.19900 26.82500 34.00500 -1.2 2.3 -1.4
H 62.00700 28.71500 30.34500 -1.8 -1.3 1.2
C 67.30100 25.69800 34.38000 -1.0 1.4 2.4
H 61.27300 27.60000 31.68400 2.9 1.2 -2.2
C 57.42700 33.04400 30.10800 -0.5 -3.3 -2.5
H 64.33400 31.58000 30.51300 -0.8 1.0 0.5
C 59.12300 30.49100 31.65900 6.8 -3.7 2.0
C 65.45500 23.71200 32.16200 3.5 2.7 -2.1
H 65.72900 30.48600 33.99400 -1.3 0.6 0.1
H 57.20000 26.05300 32.62400 -1.6 -0.6 0.3
H 56.89700 27.55100 30.81600 -1.6 0.7 -0.2
H 65.92600 27.70800 30.13300 0.2 -0.1 -0.8
C 61.96600 22.52200 31.63500 0.6 4.7 2.0
H 67.39000 23.57800 32.51500 1.7 1.2 -0.4
C 63.65300 30.94500 33.15000 -2.7 -3.6 -1.4
C 57.75300 27.32400 30.25100 2.7 -0.2 0.7
C 62.63600 32.15300 31.34700 -3.8 4.5 2.9
C 64.02100 27.64600 37.02300 1.8 3.2 -4.0
H 62.28100 23.88300 34.75500 -1.3 1.2 -0.5
H 57.60700 33.50800 30.93300 1.4 2.8 5.6
C 61.72100 26.04600 34.70800 1.8 -1.5 0.2
H 64.74600 26.87300 37.10100 1.1 -0.3 0.3
H 64.23100 29.96900 26.78900 1.3 0.0 -0.4
H 62.13000 27.07700 30.32900 0.3 -0.4 0.1
H 61.92200 33.31500 27.26900 4.8 2.9 1.7
H 64.66700 29.85200 31.20400 0.9 2.7 -0.5
O 62.72200 29.50200 29.56600 2.5 3.1 -1.2
H 61.68300 32.23900 31.95200 0.9 -0.7 -0.5
H 58.55700 31.41800 29.25100 0.6 -3.6 -5.3
H 66.97300 22.19400 31.78200 0.7 -3.0 -2.6
H 58.79100 25.80600 33.52400 -1.2 1.4 -2.9
C 66.64000 22.85400 32.44900 -0.9 2.2 3.5
H 67.10900 30.53000 30.95200 -0.3 1.0 -0.5
O 66.03600 26.72100 32.49100 2.5 -2.2 1.0
H 57.28400 33.86000 29.50500 -0.3 1.2 -2.7
C 61.28200 32.72200 26.84100 -3.9 -1.5 -5.8
H 58.50800 27.92200 27.41200 0.1 -1.6 0.5
H 62.00900 33.93300 30.25400 -0.9 0.2 -1.1
H 66.77900 32.15100 30.22700 0.5 1.4 -2.2
C 63.66500 29.74000 28.85100 0.1 -0.2 -0.2
H 58.32100 28.17000 29.76100 -0.7 -0.8 0.9
O 62.78100 30.05100 33.10400 1.9 2.8 -0.1
H 61.08500 24.59600 35.91300 0.2 -0.6 -1.9
H 64.26000 30.55900 35.08800 -0.7 -1.7 1.4
C 65.17300 26.95000 30.33500 0.1 -0.4 0.6
H 68.25900 25.99800 34.00500 0.6 1.2 0.2
H 63.90700 27.97400 34.92000 1.0 -0.7 -2.0
H 60.54400 24.49400 34.15900 -0.1 -0.9 -0.3
C 62.86200 33.60100 30.77400 0.0 -3.3 0.2
H 58.91400 30.96700 33.87200 0.8 -0.6 -0.9
H 64.66600 31.93700 34.43300 1.5 1.8 0.5
H 57.95800 29.76600 33.24100 -2.2 -0.6 0.0
C 66.38500 31.37000 30.76300 0.0 -1.7 6.0
C 59.99800 29.42500 27.50600 0.9 -0.5 2.0
O 58.27500 31.24600 31.18200 -4.2 1.9 -0.9
H 62.45500 31.49700 30.57300 0.0 -1.9 -1.2
H 66.38100 31.99000 31.91500 -0.4 -2.1 -3.1
O 60.20200 30.64200 26.90400 0.4 -1.4 1.0
H 66.69100 22.56700 33.50700 -0.6 -1.0 -0.3
O 62.70000 26.29200 35.57100 1.5 -1.2 -0.1
N 62.11500 27.87000 30.95400 -3.7 -0.8 2.4
H 65.09800 26.09000 34.51800 2.5 1.7 -2.4
H 63.05400 28.11600 31.43700 -1.9 -1.4 -0.2
H 61.37000 22.23400 30.87800 -1.6 0.2 -3.6
H 65.41400 24.34700 33.01300 -0.5 1.0 0.5
O 63.69600 31.96000 32.22200 1.0 -0.8 3.3
H 57.82900 29.45300 27.71400 -0.2 0.6 0.9
H 63.43300 27.68800 37.84500 -2.2 -0.3 2.4
C 63.15300 23.48800 31.57300 -1.4 4.5 0.3
C 64.99500 30.79400 30.53300 0.4 -2.2 1.7
H 67.24700 25.71300 35.60000 0.4 -0.1 -3.1
C 64.70800 30.90800 34.22200 0.5 1.1 -2.0
C 65.02900 27.09200 31.83300 -4.0 1.3 -0.7
H 62.42900 28.27800 35.69500 1.4 -0.8 -0.1
H 56.57300 32.49400 30.35300 -2.0 -0.5 -0.4
H 61.92600 31.27000 28.16800 -1.2 -1.0 -2.4
C 66.09700 26.59700 33.92000 -1.3 -2.5 2.1
C 61.50900 31.25600 27.04000 -0.8 0.8 4.0
C 58.60000 28.93700 27.18000 -0.1 0.5 -1.4
H 62.61200 29.28600 26.87800 3.0 -1.1 2.2
H 57.69100 26.53400 29.54500 -1.0 -0.4 -1.2
O 59.78200 26.08500 30.91300 -5.3 2.1 1.2
H 59.52700 29.24000 33.35600 0.6 0.8 0.3
H 58.08100 27.37400 33.20300 -0.3 1.9 0.4
H 60.39900 33.21600 27.30200 -0.3 -1.4 -0.4
C 58.51400 32.02300 29.99100 -1.9 3.2 4.9
H 58.20400 29.03800 26.14700 1.1 0.2 0.3
H 62.34200 21.66300 31.89400 2.0 -4.8 2.3
H 64.06300 28.27300 27.55600 0.5 -0.4 -0.9
C 58.16300 26.46500 32.70200 2.2 -2.7 0.9
O 60.17900 30.08400 31.09600 -2.9 1.2 0.5
O 64.31400 22.98200 32.09400 -3.0 -1.2 -2.0
H 62.13600 30.64200 26.41500 0.3 1.4 -0.5
C 58.61700 26.58600 31.25400 6.7 -1.5 -0.1
```
Positions in Å, forces in eV/Å.